Entry 1:
This record from the OMol25 dataset describes a structure of composition C22H19Co2N2O6S at a distorted geometry. The level of theory is ωB97M-V/def2-TZVPD.

Summary:
- net charge = -1
- frontier orbital gap (eV) = 5.179
- energy above the lowest of the compared OMol25 structures with the same formula, charge and spin (kJ/mol) = 77.61
- lowest unoccupied orbital energy (eV) = 2.0
- energy (Ha) = -4574.31084

Geometry as XYZ:
```
52
Properties=species:S:1:pos:R:3:forces:R:3
Co -0.03289 -2.61673 -2.40809 -1.71 -5.09 -0.06
Co 2.58466 -3.26722 -3.66562 -1.64 0.18 0.55
S -2.37067 1.30082 2.32939 0.45 0.13 -0.23
O 0.16686 -4.82339 -0.48136 0.15 1.38 -1.32
O 5.03608 -1.86417 -4.38385 -0.97 -0.70 0.07
O 1.27043 -4.17762 -6.10427 0.70 0.33 1.03
O -2.01538 -0.94131 -1.04210 0.66 -1.40 -0.83
O -1.85705 -3.75846 -4.44595 1.13 0.48 0.54
O 3.26744 -5.75925 -2.31875 -0.45 1.03 -0.63
N -1.24405 2.35804 0.29638 -1.21 0.19 0.36
N -2.45794 3.95626 1.55961 -0.34 0.21 0.34
C 3.33009 -3.06498 2.76982 -0.10 -0.04 -0.15
C 2.24476 -1.79851 0.50102 -0.61 0.03 1.40
C 1.93454 -1.35529 1.80636 0.19 -0.20 -0.11
C 2.97287 -4.75283 -2.81816 1.13 -1.58 1.38
C 1.67862 -1.02492 -0.58847 0.52 -0.05 0.40
C 4.05839 -2.41578 -4.08656 0.43 0.79 0.61
C 2.44900 -1.98692 2.92451 0.08 -0.11 -0.09
C -3.54235 1.95179 3.52184 -0.10 -0.32 0.41
C -3.57703 4.18911 2.45403 0.15 -0.07 -0.06
C 0.12141 -3.99241 -1.28503 -0.38 -2.01 1.68
C 3.12524 -2.90214 0.36295 -0.26 0.43 -0.24
C -1.03971 -3.32061 -3.76332 -1.25 -0.41 -0.69
C -2.00101 2.68654 1.28684 0.89 -0.18 -1.30
C -1.32999 -1.66341 -1.62894 -0.35 2.05 0.73
C 1.26496 -1.59714 -1.72549 2.09 0.77 -1.42
C 3.67225 -3.51526 1.49097 -0.37 0.22 0.23
C 1.39361 -1.76685 -3.09901 1.20 4.63 -1.41
C -1.01411 4.74734 -0.24219 0.27 0.31 -0.07
C -2.24335 5.02317 0.59324 -0.03 -0.22 -0.14
C -1.07262 3.33789 -0.77932 0.26 -0.39 0.19
C -3.40234 3.43810 3.75641 -0.28 0.01 0.09
C 1.81444 -3.80372 -5.14952 -1.08 -0.28 -2.05
H -3.30602 1.40995 4.44440 -0.32 0.02 -0.11
H -4.55119 1.68445 3.17927 0.15 0.17 0.27
H -4.18472 3.76151 4.44746 0.03 -0.01 0.08
H 1.38609 -0.93170 -3.82785 -0.05 -0.54 0.37
H 2.13851 -1.66419 3.91768 0.16 -0.05 -0.14
H -1.89890 3.29347 -1.52486 0.43 -0.38 0.39
H -4.52263 3.87888 1.97298 0.05 0.15 0.14
H -2.42901 3.64805 4.21324 -0.11 0.11 -0.16
H 1.24195 -0.51475 1.87815 0.17 -0.19 0.21
H 3.40866 -3.23928 -0.63860 -0.19 0.15 0.30
H -0.98324 5.46577 -1.06166 0.12 0.10 -0.01
H -3.62737 5.26881 2.63403 -0.01 -0.16 -0.03
H 1.57025 0.05774 -0.47126 0.89 -0.09 -0.29
H -2.14012 5.96747 1.13982 -0.05 -0.10 -0.02
H -3.12320 5.10922 -0.06459 0.05 0.05 0.06
H -0.13144 3.04733 -1.26212 -0.31 0.30 -0.23
H 4.35186 -4.36234 1.38097 -0.18 0.25 -0.03
H -0.10852 4.86650 0.35794 -0.05 0.06 0.03
H 3.72386 -3.56699 3.64767 0.03 0.04 -0.06
```
Positions in Å, forces in eV/Å.

=====

Entry 2:
This record from the OMol25 dataset describes a cluster of 2 separate species, C22H19F3O2S in total at a distorted geometry. The level of theory is ωB97M-V/def2-TZVPD.

Summary:
- frontier orbital gap (eV) = 2.414
- energy above the lowest of the compared OMol25 structures with the same formula, charge and spin (kJ/mol) = 287.05
- lowest unoccupied orbital energy (eV) = -3.2
- energy (Ha) = -1697.84334

Geometry as XYZ:
```
47
Properties=species:S:1:pos:R:3:forces:R:3
S -2.86457 -0.92953 1.69522 -0.55 -0.64 -1.49
F -0.95148 -2.31044 2.95882 -0.64 0.14 0.15
F -2.36012 -1.28391 4.28718 0.07 -0.39 -0.92
F -2.98415 -3.09929 3.22771 0.61 0.76 0.01
O -1.99066 0.23309 1.68017 -0.20 0.00 0.43
O -4.27490 -0.75802 1.97217 0.51 0.56 0.36
C 0.82467 0.73618 -2.70709 0.49 0.02 0.72
C 3.73068 1.65643 4.88544 0.24 0.06 0.13
C 3.92305 1.50071 2.37503 0.10 -0.01 -0.62
C 1.98639 1.01253 0.93572 0.42 -0.01 0.66
C 3.49112 1.21675 -3.39712 -0.06 0.04 0.05
C 3.38124 1.29050 1.11420 -0.26 0.03 0.31
C -4.63961 -0.34948 -2.49049 0.14 -0.32 0.09
C 3.13390 1.15975 -2.05616 -0.33 -0.06 -0.09
C -2.63844 -1.92325 0.29602 0.42 -0.11 1.22
C -3.32836 -1.71108 -0.91969 -0.73 0.38 -0.64
C -3.82785 -2.51900 -3.19622 -0.04 0.29 0.35
C -3.27565 -2.72029 -1.93685 0.10 0.25 0.33
C 3.13277 1.44894 3.52564 -0.44 -0.10 0.12
C -2.25066 -1.96755 3.12561 0.05 -0.53 0.20
C 1.19454 0.80300 -4.04227 0.24 0.10 -0.27
C 1.78848 0.89668 -1.64859 0.02 -0.06 -1.02
C 1.31711 0.78364 -0.30074 0.18 0.31 0.16
C -4.09437 -0.53379 -1.22420 0.25 -0.38 -0.06
C 1.76195 1.18674 3.38335 0.05 0.08 0.17
C 2.53436 1.03857 -4.40785 -0.46 -0.12 0.65
C 1.20757 0.96990 2.14013 -0.24 -0.09 -0.59
C -4.50292 -1.32276 -3.49234 0.18 0.07 0.08
H -2.78805 -3.66343 -1.65527 -0.15 0.38 -0.39
H -0.21314 0.57083 -2.41731 0.18 -0.06 -0.19
H 3.90439 1.32747 -1.31427 -0.19 -0.10 -0.52
H -5.19006 0.57005 -2.69411 0.09 -0.25 0.02
H 4.53362 1.41329 -3.66295 -0.39 -0.08 0.10
H -2.22869 -2.90282 0.52085 0.08 0.16 0.01
H 2.82422 1.08376 -5.45852 -0.11 -0.01 0.32
H -3.73735 -3.29572 -3.95468 -0.06 0.13 0.17
H 0.25677 0.52831 -0.20026 0.21 0.09 -0.01
H 0.14051 0.77003 2.04462 0.12 -0.02 0.08
H 4.04057 1.34212 0.26248 -0.01 -0.02 0.42
H 4.80619 1.84205 4.80729 -0.17 -0.02 0.07
H 0.43798 0.67837 -4.82171 0.25 0.03 0.33
H 1.13272 1.16528 4.27999 0.17 -0.06 -0.42
H 4.99138 1.71832 2.47654 -0.40 -0.12 -0.10
H 3.58547 0.77788 5.52733 -0.03 0.13 -0.20
H 3.27597 2.50794 5.40787 0.01 -0.15 -0.18
H -4.28276 0.20732 -0.44286 0.20 -0.20 -0.31
H -4.91381 -1.14603 -4.48782 0.08 -0.11 0.31
```
Positions in Å, forces in eV/Å.

=====

Entry 3:
This record from the OMol25 dataset describes the molecule C22H19F3O5. The level of theory is ωB97M-V/def2-TZVPD.

Summary:
- frontier orbital gap (eV) = 8.848
- lowest unoccupied orbital energy (eV) = -0.8
- energy (Ha) = -1525.49378
- SMILES = O=C1c2ccccc2C(=O)c2c(COCOCCO)cc(CCC(F)=C(F)F)cc21

Geometry as XYZ:
```
49
Properties=species:S:1:pos:R:3:forces:R:3
F -0.10954 1.05825 -3.48259 -0.32 -0.20 0.00
F -2.39530 1.82976 -2.22657 0.03 -0.28 -0.13
F -1.01881 -0.84049 -4.09790 -0.11 0.28 0.18
O 2.97918 -0.76301 -1.22235 -0.01 -0.10 -0.03
O 4.55323 1.46380 -1.18719 -0.10 0.04 0.08
O 1.91599 -2.12625 0.26124 0.12 -0.32 0.06
O 0.82527 -1.68782 3.10392 0.11 0.01 -0.08
O -2.92391 1.45160 2.37272 0.07 0.09 -0.17
C 1.90538 2.45076 3.42609 0.06 -0.03 0.03
C -1.85426 0.96702 2.08326 -0.06 0.06 -0.02
C 0.84893 3.33279 3.24017 -0.01 0.06 0.01
C 0.78685 -2.96877 0.47102 0.03 0.13 0.07
C 2.40139 0.40165 -0.65698 -0.01 0.15 -0.03
C -1.20357 0.31125 -3.45507 0.43 -0.02 -0.11
C -3.35911 -1.53781 -1.98702 -0.03 -0.03 -0.06
C 0.29069 -0.81608 2.45984 0.04 -0.03 0.01
C -0.46248 -2.12576 0.41335 -0.14 -0.01 0.06
C -0.55537 1.51680 2.56974 0.00 -0.09 -0.02
C -3.55826 -0.22662 -2.77512 0.01 -0.07 -0.16
C 1.73531 1.09400 3.19998 -0.02 0.02 0.08
C 2.17073 -1.88027 -1.10315 -0.08 0.23 -0.05
C 0.50629 0.63210 2.75351 -0.03 -0.03 -0.04
C -2.44666 -1.39654 -0.79814 -0.05 0.07 0.16
C -1.36530 -2.25819 -0.63424 0.02 0.06 0.02
C -0.64942 -1.08500 1.32664 -0.07 0.11 -0.15
C 3.14632 1.63142 -1.14683 0.08 0.05 0.09
C -0.39006 2.86906 2.82684 0.00 0.04 0.10
C -1.72171 -0.20608 1.16306 -0.01 -0.09 0.02
C -2.62577 -0.37101 0.12380 0.00 -0.16 0.00
C -2.33510 0.62900 -2.85717 -0.03 0.20 0.08
H 1.34380 0.48711 -0.93980 -0.05 -0.01 -0.01
H 2.83393 1.91370 -2.15108 0.05 -0.11 -0.08
H 1.22113 -1.71632 -1.63954 -0.06 -0.01 0.05
H 2.86753 2.82085 3.75462 0.00 0.03 0.00
H -1.22119 3.54846 2.69659 -0.05 -0.04 -0.01
H -1.20424 -3.03397 -1.37543 0.04 -0.03 0.02
H -3.88714 -0.48113 -3.78452 -0.05 0.02 0.01
H 0.74447 -3.76581 -0.27684 0.00 -0.02 -0.04
H -4.35084 0.38374 -2.34408 0.06 0.05 0.10
H -4.33721 -1.90966 -1.67360 -0.02 0.03 0.02
H -2.95177 -2.29399 -2.65868 0.06 0.00 0.02
H 2.70329 -2.72401 -1.54978 0.06 0.03 -0.02
H 4.81201 0.91496 -0.44068 0.06 -0.05 -0.02
H 2.54779 0.39756 3.35910 -0.03 -0.06 -0.01
H -3.44574 0.32815 0.02205 0.00 0.05 0.06
H 2.43863 0.35046 0.43512 0.08 -0.09 0.01
H 0.91661 -3.41558 1.45225 0.00 -0.01 -0.02
H 0.99429 4.38875 3.42385 -0.01 0.02 0.00
H 2.88373 2.45720 -0.47441 -0.10 0.05 -0.04
```
Positions in Å, forces in eV/Å.

=====

Entry 4:
This record from the OMol25 dataset describes a structure of composition C22H19F5N4O9SV at a distorted geometry. The level of theory is ωB97M-V/def2-TZVPD.

Summary:
- frontier orbital gap (alpha / beta) (eV) = 6.303 / 6.987
- energy above the lowest of the compared OMol25 structures with the same formula, charge and spin (kJ/mol) = 5.79
- lowest unoccupied orbital energy (alpha / beta) (eV) = -1.8 / -1.2
- energy (Ha) = -3587.40897
- 2S+1 = 2
- ⟨S²⟩ = 0.759

Geometry as XYZ:
```
61
Properties=species:S:1:pos:R:3:forces:R:3
V 0.05157 -0.13772 0.26664 0.50 0.95 0.38
S 1.79611 -1.79615 0.14273 -0.06 0.10 0.13
F 4.61096 -4.65957 3.24838 -0.25 0.09 0.08
F 2.53652 -5.06558 5.00107 0.00 0.11 -0.13
F 0.11388 -3.91020 4.50199 0.10 -0.04 -0.02
F -0.25532 -2.44579 2.32158 0.01 -0.23 0.12
F 4.25475 -3.09346 1.09400 -0.13 -0.10 0.16
O 0.19306 -0.21960 -1.51778 0.62 0.36 1.31
O -1.11475 1.49577 0.02217 -0.43 -0.15 1.21
O -2.78431 0.90319 1.40856 -0.28 0.70 0.07
O 2.77982 3.34004 -5.82568 0.04 -0.01 0.30
O 1.41042 -0.20507 3.68687 0.69 0.56 1.41
O 0.12025 0.09675 2.00876 -0.66 0.18 -1.14
O 1.80322 1.40220 0.23503 -0.32 0.06 0.31
O 2.71624 3.30801 -3.66578 -0.04 -0.14 -0.33
O -1.34066 -1.33040 -2.61601 -0.43 -0.37 -0.77
N 2.43271 2.86207 -4.76279 -0.10 -0.01 0.05
N -3.88900 -1.38869 -0.08642 -0.44 0.14 -0.26
N -0.13472 2.81968 2.42958 0.03 -0.08 -0.41
N -1.47948 -1.36098 0.25680 -0.15 -0.13 -0.01
C -4.32646 -1.06020 -1.45520 -0.06 -0.43 0.08
C 1.57533 1.64632 -4.81698 0.38 0.52 0.08
C -0.03555 -0.54666 -4.96521 -0.13 -0.01 -0.74
C 1.13680 -3.71461 3.66333 0.18 -0.12 0.22
C 0.96598 -2.93752 2.53936 -0.16 -0.16 0.17
C 0.66937 0.54679 3.12953 0.07 -1.97 -1.08
C -0.38688 -0.59944 -2.61534 -0.07 0.02 1.03
C 0.45222 0.01241 -6.12607 0.41 0.28 -0.46
C -2.63164 -1.27647 0.15753 0.45 -0.47 -0.08
C 1.99752 -2.69506 1.65419 -0.04 0.28 -0.59
C 1.26187 1.14289 -6.05789 -0.21 -0.46 -0.19
C 0.90489 3.30080 1.51991 -0.13 0.15 0.18
C -1.50963 2.83414 1.97144 0.19 0.67 0.10
C 3.22097 -3.29038 1.92583 0.13 0.07 0.03
C 2.09205 2.39605 1.27467 0.20 -0.48 -0.58
C -1.89467 1.68159 1.09790 0.55 -1.49 -1.28
C -4.86309 -1.29766 1.00206 -0.01 0.16 -0.24
C 1.12313 1.10665 -3.63499 -0.09 0.05 -0.10
C 3.41615 -4.08827 3.04011 0.23 0.00 -0.14
C 2.37003 -4.29523 3.92057 -0.12 -0.11 0.13
C 0.27872 0.01038 -3.74535 -0.07 0.00 -1.06
C 0.21227 1.90412 3.47201 0.21 1.27 1.19
H 1.65910 1.62062 -6.93755 0.00 0.02 -0.09
H -0.65364 1.76340 4.12775 0.02 0.08 0.02
H 2.43307 1.87393 2.17300 -0.06 0.08 -0.01
H -5.22558 -1.64650 -1.63950 -0.03 0.09 -0.09
H -5.76432 -1.80323 0.65390 0.01 0.06 0.16
H -4.46928 -1.80207 1.87496 0.03 -0.07 0.13
H 1.40683 1.56896 -2.69980 -0.15 -0.16 0.06
H -0.68887 -1.40997 -4.99071 0.03 0.06 0.03
H 0.23003 -0.41688 -7.09414 -0.07 0.00 0.04
H -5.06254 -0.25299 1.24778 -0.06 -0.08 -0.02
H -1.69838 3.75552 1.41336 0.12 0.04 0.02
H -3.55625 -1.34660 -2.17154 -0.03 0.05 0.18
H 2.53472 0.76858 0.17918 0.10 0.00 0.07
H 1.01774 2.30077 4.09989 -0.13 0.25 0.11
H 2.92835 3.01661 0.92925 -0.19 -0.17 -0.08
H 1.33090 4.24688 1.89565 -0.11 -0.16 0.06
H 0.44152 3.52045 0.55647 0.08 -0.02 0.03
H -2.17517 2.84854 2.82731 -0.11 -0.05 0.20
H -4.53887 -0.00117 -1.54635 -0.08 0.23 0.02
```
Positions in Å, forces in eV/Å.

=====

Entry 5:
This record from the OMol25 dataset describes a structure of composition C22H19N10NiO4SSe at a distorted geometry. The level of theory is ωB97M-V/def2-TZVPD.

Summary:
- net charge = +1
- frontier orbital gap (alpha / beta) (eV) = 7.099 / 7.131
- energy above the lowest of the compared OMol25 structures with the same formula, charge and spin (kJ/mol) = 24.22
- lowest unoccupied orbital energy (alpha / beta) (eV) = -4.2 / -4.2
- energy (Ha) = -6005.92370
- 2S+1 = 3
- ⟨S²⟩ = 2.008

Geometry as XYZ:
```
58
Properties=species:S:1:pos:R:3:forces:R:3
Se 2.90423 4.73412 3.39481 -0.09 -0.07 -0.15
Ni 0.14139 0.65376 -2.33856 0.13 0.06 0.14
S -1.79909 -2.59870 3.01240 0.41 0.19 -0.40
O -2.54671 -3.13556 4.10219 -0.41 -0.36 0.13
O -1.09871 -4.90924 -2.34922 -0.10 -0.06 -0.24
O -0.82410 -1.56977 3.30242 -0.04 0.01 0.01
O -0.73280 -5.41120 -0.28295 0.04 -0.36 0.18
N -0.10759 -1.10169 -1.21797 0.06 0.29 -0.07
N -0.05688 5.28918 -6.54092 -0.07 0.24 -0.15
N 0.01538 -2.77243 0.22781 -0.14 0.23 -0.61
N 1.33282 4.62367 2.63413 -1.21 0.08 -0.41
N 1.97597 1.17347 -1.59316 -0.40 0.03 0.26
N -0.47579 2.17185 -1.12265 0.38 -0.31 0.14
N -0.12916 1.32689 -4.05805 -0.18 -0.30 0.47
N 0.13634 2.99577 -5.76608 0.33 -1.99 0.32
N 3.61671 3.64551 2.22705 0.69 -0.82 -0.74
N -0.78922 -4.63625 -1.21545 -0.09 -0.14 -0.26
C 0.33127 -3.51905 1.43075 0.22 -0.42 0.70
C 0.52380 2.58282 -0.31791 -0.52 0.65 0.54
C -2.95951 -1.92778 1.77385 0.43 -0.60 0.51
C 0.22097 -1.45639 0.02697 0.03 0.22 0.18
C -0.03011 2.22002 -4.83205 0.08 0.21 -0.54
C 4.17208 1.76767 0.00393 -0.31 -0.01 -0.14
C 0.70701 -0.51592 1.05637 0.13 0.02 0.25
C -0.88160 -3.97814 2.22311 -0.50 0.72 0.10
C 2.93061 2.35852 0.26863 -0.13 -0.53 -0.71
C -0.46703 -3.27694 -0.96436 0.13 1.31 -0.57
C 4.28286 0.90573 -1.06579 -0.06 0.13 0.02
C -0.99132 4.02200 0.88556 0.08 -0.22 -0.15
C 1.40033 3.82066 1.58941 0.77 0.53 0.93
C -0.53172 -2.22346 -1.84744 -0.19 -1.03 0.27
C 0.29603 3.49673 0.72931 -0.37 -0.42 -0.73
C -4.04924 -2.94011 1.51507 -0.20 -0.07 -0.03
C 3.16060 0.64788 -1.85207 0.29 -0.07 -0.02
C 0.00845 4.20137 -6.16412 -0.22 1.71 -0.15
C -1.98761 3.60685 0.02868 0.15 0.00 -0.04
C 1.84199 2.02735 -0.55859 0.91 0.00 0.21
C 2.69774 3.25969 1.36174 0.17 0.83 1.04
C -1.68706 2.67238 -0.96412 -0.27 0.16 0.11
H 0.37963 -0.82301 2.05129 0.13 0.14 -0.24
H -2.39072 -1.65210 0.89023 0.13 0.05 -0.10
H -1.58045 -4.56253 1.63477 -0.06 -0.04 -0.01
H -4.87642 -2.49025 0.97204 -0.03 0.03 -0.06
H -4.41881 -3.30403 2.47108 -0.14 -0.08 -0.05
H -3.68548 -3.78489 0.93467 -0.01 -0.10 -0.05
H -3.34811 -1.02628 2.24153 0.09 0.10 0.16
H 0.93854 -2.87901 2.07205 0.03 -0.07 -0.18
H 5.01100 2.00308 0.63967 0.10 0.01 0.06
H -2.99216 3.98674 0.11806 -0.09 0.04 -0.03
H -2.44740 2.32231 -1.64934 -0.03 -0.02 -0.01
H 1.79351 -0.44064 1.04693 0.15 0.00 -0.08
H 0.91281 -4.39999 1.13932 -0.08 0.25 0.12
H -0.86767 -2.23200 -2.86706 -0.04 -0.10 -0.14
H 0.28771 0.46425 0.85253 -0.02 -0.01 0.04
H -0.55415 -4.59072 3.05983 -0.02 0.02 0.15
H -1.17007 4.73544 1.67584 -0.06 0.04 0.06
H 5.22243 0.43436 -1.30399 0.07 -0.03 -0.07
H 3.23451 0.00801 -2.72218 -0.07 -0.08 0.04
```
Positions in Å, forces in eV/Å.